This record from the OMol25 dataset describes a molecular structure, C57H53Br2F4N5O4PV at a distorted geometry. The level of theory is wB97M-V/def2-TZVPD.

Values from the calculation:
E = -261542.549 eV
Relative energy (zero: lowest compared OMol25 entry of this formula, charge and spin) = 0.173 eV
HOMO energy (alpha / beta) = -0.284 / -0.284 hartree
Multiplicity = 3

Each line ends with the Mulliken charge.
Cartesian coordinates (Å):
V1 -0.9138 -0.9678 -0.8212  1.10
C1 -1.6760 -2.0270 5.2694  -1.63
C2 -1.5164 -0.6586 4.5856  -0.28
C3 -2.4302 -0.5657 3.3592  -0.22
C4 -0.0270 -0.4111 4.3867  0.76
C5 0.6161 0.1196 5.5092  -0.59
C6 1.9900 0.2061 5.6039  -1.40
C7 2.7576 -0.2307 4.5344  -0.20
C8 2.1650 -0.7148 3.3799  0.70
C9 3.0536 -1.1613 2.2316  1.99
C10 4.1037 -0.1147 1.8512  -1.44
C11 3.7086 -2.5072 2.5638  -1.89
C12 0.7552 -0.8270 3.2917  -0.76
N1 0.2616 -1.3445 2.0714  1.25
C13 0.3560 -2.6514 1.9362  -0.22
O1 0.3463 -3.5556 2.7965  -0.80
C14 0.7363 -3.0705 0.5267  0.37
C15 1.5386 -4.1986 0.3770  -1.24
C16 2.1612 -4.4467 -0.8328  -1.53
C17 1.9983 -3.5397 -1.8746  -0.26
C18 1.1576 -2.4740 -1.6717  -0.47
N2 0.5181 -2.2596 -0.5104  1.76
C19 0.9050 -1.4246 -2.7154  0.12
O2 1.2822 -1.5803 -3.8570  -0.69
N3 0.2248 -0.3168 -2.2204  1.76
C20 0.1930 0.8346 -3.1058  -1.31
C21 -0.8577 1.0633 -4.0118  1.18
C22 -0.8565 2.2466 -4.7454  -0.44
C23 0.1833 3.1520 -4.6537  -1.48
C24 1.2615 2.8638 -3.8353  -0.30
C25 1.2876 1.7151 -3.0519  0.34
C26 2.5267 1.4147 -2.2219  2.31
C27 3.5299 0.5827 -3.0370  -1.77
C28 3.2530 2.6766 -1.7405  -2.47
C29 -1.9168 0.0313 -4.3541  1.81
C30 -3.3294 0.6103 -4.4941  -1.57
C31 -1.5261 -0.6608 -5.6722  -1.87
H1 -2.7341 -2.2666 5.4123  0.47
H2 -1.1874 -2.0373 6.2453  0.39
H3 -1.2144 -2.7986 4.6497  0.19
H4 -1.8489 0.1041 5.2947  0.77
H5 -3.2987 0.0593 3.5759  0.37
H6 -2.7980 -1.5544 3.0874  0.18
H7 -1.9162 -0.1549 2.4947  -0.82
H8 0.0045 0.4464 6.3449  0.45
H9 2.4568 0.6039 6.4965  0.41
H10 3.8389 -0.1866 4.6001  0.38
H11 2.4207 -1.2971 1.3543  -1.19
H12 4.8308 0.0463 2.6497  0.31
H13 3.6313 0.8441 1.6248  0.12
H14 4.6530 -0.4445 0.9653  0.50
H15 4.4045 -2.3959 3.3989  0.36
H16 4.2645 -2.8944 1.7052  0.40
H17 2.9528 -3.2408 2.8521  0.38
H18 1.6702 -4.8287 1.2443  0.67
H19 2.7932 -5.3163 -0.9576  0.53
H20 2.4944 -3.6413 -2.8305  0.68
H21 -1.6760 2.4415 -5.4265  0.40
H22 0.1711 4.0620 -5.2407  0.44
H23 2.1004 3.5465 -3.8074  0.37
H24 2.2224 0.8324 -1.3480  -0.53
H25 3.9049 1.1815 -3.8704  0.42
H26 3.0856 -0.3178 -3.4571  0.25
H27 4.3786 0.2961 -2.4117  0.42
H28 3.8630 3.0993 -2.5415  0.32
H29 3.9215 2.4277 -0.9159  0.63
H30 2.5652 3.4533 -1.4088  0.54
H31 -1.9335 -0.7244 -3.5780  -1.01
H32 -3.4652 1.0916 -5.4650  0.46
H33 -3.5541 1.3465 -3.7210  0.07
H34 -4.0659 -0.1922 -4.4215  0.36
H35 -1.5752 0.0550 -6.4968  0.43
H36 -2.2153 -1.4809 -5.8909  0.45
H37 -0.5115 -1.0508 -5.6307  0.40
F1 -3.0020 5.7022 -2.9089  -0.33
C32 -2.4654 4.9119 -1.9889  0.63
C33 -1.6942 5.4421 -0.9739  0.26
F2 -1.4975 6.7538 -0.9112  -0.32
C34 -1.1521 4.6053 -0.0136  0.44
F3 -0.4896 5.1991 0.9766  -0.38
C35 -1.3152 3.2233 -0.0456  -0.58
P1 -0.6080 2.0935 1.2497  1.14
C36 1.0565 2.8130 1.4824  1.09
C37 1.7297 2.6395 2.6882  -0.75
C38 2.9903 3.1921 2.8705  -1.28
C39 3.6107 3.8798 1.8397  -1.00
C40 2.9751 3.9918 0.6118  -1.26
C41 1.7113 3.4558 0.4348  -0.54
C42 -1.6507 2.7515 2.6341  1.08
C43 -3.0235 2.5273 2.5108  -1.02
C44 -3.9059 2.9394 3.4951  -0.44
C45 -3.4269 3.5712 4.6354  -0.69
C46 -2.0680 3.8094 4.7611  -0.78
C47 -1.1845 3.4105 3.7650  -0.37
C48 -2.1384 2.7325 -1.0542  0.47
Br1 -2.7298 0.9220 -1.1194  -0.35
C49 -2.7079 3.5522 -2.0125  0.10
F4 -3.5208 3.0719 -2.9517  -0.61
H38 1.2827 2.0624 3.4882  0.48
H39 3.4914 3.0696 3.8212  0.46
H40 4.5937 4.3098 1.9838  0.40
H41 3.4605 4.5062 -0.2081  0.57
H42 1.2174 3.5534 -0.5225  0.88
H43 -3.4154 2.0174 1.6371  0.21
H44 -4.9669 2.7617 3.3750  0.46
H45 -4.1098 3.8759 5.4178  0.39
H46 -1.6840 4.3137 5.6387  0.47
H47 -0.1365 3.6467 3.8775  0.49
Br2 1.1580 -5.0924 -5.8674  -0.15
C50 -0.2750 -5.3305 -4.6579  -0.32
C51 -0.8241 -6.5894 -4.4723  -0.13
N4 -1.8323 -6.8081 -3.6324  -0.64
C52 -2.3097 -5.7737 -2.9468  -0.53
C53 -1.8021 -4.4825 -3.0532  0.22
C54 -0.7626 -4.2549 -3.9425  -0.19
C55 -2.3454 -3.4083 -2.1484  0.27
O3 -3.3703 -3.6192 -1.5228  -0.79
O4 -1.6372 -2.3125 -2.1100  0.31
H48 -0.4415 -7.4455 -5.0156  0.38
H49 -3.1362 -5.9693 -2.2754  0.48
H50 -0.3455 -3.2683 -4.0784  0.70
C56 -3.1469 -4.0616 1.5027  -1.65
C57 -2.6223 -2.8590 0.8938  1.14
N5 -2.1770 -1.8977 0.4602  -0.18
H51 -2.3834 -4.4479 2.1812  0.36
H52 -3.3744 -4.7814 0.7183  0.38
H53 -4.0527 -3.8270 2.0595  0.41